Formula: C18H18N4O3S
Source: OMol25
Level of theory: ωB97M-V/def2-TZVPD

ΔE to the lowest compared entry with this formula, charge and spin = 284.19 kJ/mol
LUMO energy = 0.6 eV
frontier orbital gap = 8.49 eV

Structure (XYZ):
```
44
Properties=species:S:1:pos:R:3:lowdin_charge:R:1
C -3.33 2.35 -0.85 0.00
H 1.10 -2.54 -2.02 0.08
H 1.66 -0.55 -0.90 0.09
O 1.61 1.50 -0.31 -0.10
S 0.03 -2.97 0.06 1.01
H -2.97 -4.34 1.02 0.06
C -4.93 1.92 0.62 -0.11
C 2.66 -2.28 -0.51 -0.53
C 3.76 2.36 0.50 -0.03
H -3.04 -0.87 1.86 0.13
H -4.48 -1.85 0.06 0.10
C -3.74 -3.75 0.54 0.02
N 2.53 -0.94 -0.53 0.14
C 5.06 2.07 0.86 -0.10
C 3.42 0.03 -0.04 -0.14
N -0.24 -0.63 -1.30 0.01
C 5.54 0.78 0.78 -0.09
C -2.03 0.22 -0.46 -0.22
H 5.09 -1.26 0.27 0.10
C 2.92 1.34 0.05 -0.21
C -2.62 -1.63 1.20 -0.15
H -2.72 2.80 -1.60 0.11
O 3.61 -2.90 -0.09 0.06
C -3.10 1.14 -0.25 -0.20
H -4.53 -4.30 0.06 0.06
C 1.08 2.80 -0.42 -0.08
C 1.44 -3.00 -1.09 -0.34
H 6.56 0.56 1.07 0.10
H -5.01 3.78 -0.52 0.10
H -1.95 -2.29 1.77 0.11
C -0.69 -1.46 -0.38 -0.60
N -1.08 0.41 -1.35 0.09
H 1.68 -4.05 -1.23 0.08
O -4.09 0.88 0.65 0.03
C -3.71 -2.43 0.55 -0.15
H 1.01 3.29 0.56 0.10
N -1.82 -0.97 0.19 0.01
H 0.09 2.66 -0.83 0.07
H 5.70 2.87 1.21 0.10
H -5.78 1.88 1.27 0.12
C -4.52 2.85 -0.29 -0.05
H 1.68 3.41 -1.10 0.10
H 3.39 3.37 0.57 0.10
C 4.72 -0.25 0.33 -0.01
```